ORCA calculation (wB97M-V/def2-TZVPD) on the molecule C3H3NO at a distorted geometry.

The geometry in ORCA input format:
```
! wB97M-V def2-TZVPD RIJCOSX def2/J DEFGRID3
* xyz 0 1
N -2.10194 -0.06027 1.36077
C -1.31074 0.06367 0.52709
C -0.24666 0.19522 -0.46607
C 1.10438 -0.23324 0.11063
O 2.12598 -0.12409 -0.51220
H -0.46946 -0.42288 -1.34356
H -0.17312 1.23151 -0.81326
H 1.07157 -0.64992 1.13660
*
```

As for the LUMO energy: 0.4 eV. The SMILES is N#CCC=O. Its energy relative to the best compared isomer or geometry (same formula, charge and spin) is 24.4 kJ/mol.